45
Properties=species:S:1:pos:R:3:forces:R:3:lowdin_charge:R:1 method="wB97M-V/def2-TZVPD" total_charge=0 smiles=COc1ccc2c3c(ccc2c1)OCN(c1nc(-c2ccc(F)cc2)cs1)C3 homo_lumo_gap_ha=0.29898 lumo_energy_ha=0.013
C -2.2568 -7.4580 2.6484 0.206 1.479 1.375 -0.02
O -1.4828 -6.2828 3.0926 -0.720 -0.784 -0.054 -0.10
C -1.3845 -5.1488 2.3296 -0.704 -1.438 -2.555 -0.27
C -0.5305 -4.1652 2.8198 1.632 -0.197 1.291 -0.01
C -0.2570 -3.1041 2.0319 -2.947 -2.197 -1.626 -0.01
C -0.9154 -2.9176 0.7635 1.972 2.498 0.066 -0.13
C -0.6281 -1.7711 -0.0043 0.147 2.364 -2.817 -0.05
C -1.2868 -1.5886 -1.2366 -0.563 -0.834 1.231 -0.24
C -2.2917 -2.4420 -1.6792 -0.803 -3.495 1.804 0.02
C -2.5433 -3.6640 -0.9843 1.302 2.175 -0.699 0.03
C -1.7619 -3.8325 0.1933 -1.215 -2.742 1.642 -0.19
C -1.8981 -5.0042 1.0163 -0.321 -0.208 1.625 0.05
O -1.1694 -0.5720 -2.1306 2.076 1.349 0.915 -0.01
C -0.6701 0.6387 -1.5419 0.596 -1.261 0.281 -0.09
N 0.4688 0.4623 -0.5930 0.155 -1.037 0.256 -0.07
C 0.9722 1.6325 -0.0691 -0.137 1.742 -1.470 -0.59
N 0.9009 2.7630 -0.7722 0.620 -0.283 2.046 0.10
C 1.5890 3.8108 -0.0529 -1.628 0.119 -6.272 -0.35
C 1.8628 5.0519 -0.8947 0.323 1.359 0.241 -0.13
C 2.9184 5.9526 -0.5271 -2.690 -0.157 -2.070 0.00
C 3.0685 7.1540 -1.2456 2.016 0.100 1.809 -0.03
C 2.3565 7.5133 -2.3384 -1.312 -1.595 0.192 -0.30
F 2.4174 8.7872 -2.7577 0.176 -0.419 -0.659 0.08
C 1.4699 6.5537 -2.8220 -0.339 0.073 1.290 0.00
C 1.1266 5.4247 -2.0504 0.590 -0.433 0.179 -0.02
C 2.2086 3.4745 1.0201 0.812 -0.952 3.976 -0.36
S 1.7946 1.8009 1.4847 0.366 0.574 -0.622 1.02
C 0.4743 -0.7275 0.2976 -3.585 1.064 1.130 -0.09
H -1.6324 -8.1459 2.1422 0.943 -0.550 -0.644 0.07
H -3.0279 -7.1387 1.9685 -0.600 -0.079 0.121 0.07
H -2.6289 -7.9798 3.5645 0.099 0.801 -0.763 0.10
H 0.1076 -4.3038 3.7533 -1.390 0.043 -1.144 0.15
H 0.3619 -2.4523 2.4639 2.465 2.943 0.863 0.07
H -2.8407 -2.1075 -2.5213 -0.444 -0.080 -0.780 0.11
H -3.2398 -4.4684 -1.2757 0.351 0.798 0.028 0.12
H -2.5585 -5.7552 0.6444 -0.232 -0.564 -0.214 0.09
H -0.3436 1.2475 -2.3728 -0.257 0.448 0.248 0.13
H -1.4573 0.9693 -0.9040 -0.963 1.091 -0.031 0.14
H 3.4047 5.7348 0.3728 1.214 0.079 0.919 0.08
H 3.8215 7.8957 -0.9749 -0.094 -0.263 0.485 0.12
H 0.9146 6.7394 -3.6866 -0.884 0.364 -1.217 0.09
H 0.2540 4.8322 -2.3641 0.695 0.140 0.077 0.11
H 2.7277 4.2088 1.6428 -0.021 -0.892 0.086 0.09
H 1.3538 -1.2619 0.2098 2.262 -0.630 0.198 0.11
H 0.2313 -0.3562 1.3390 0.832 -0.514 -0.735 0.12

97
Properties=species:S:1:pos:R:3:forces:R:3:mulliken_spin:R:1 method="wB97M-V/def2-TZVPD" total_charge=+1 homo_lumo_gap_ha="0.27091 / 0.20519" lumo_energy_ha="-0.099 / -0.219" spin_multiplicity=5
Ir -0.0464 -0.1327 -0.1288 0.518 -0.614 -0.092 1.18
C 2.2858 -3.5905 -1.6400 0.060 0.075 0.017 0.00
N 1.6364 -2.3539 -1.1938 0.143 -0.230 -0.268 -0.01
P 1.7215 -1.6645 0.3249 -0.076 0.625 -0.213 0.05
C 3.2048 -0.6770 0.5475 0.139 -0.065 0.256 -0.01
C 3.8085 -0.0244 -0.5220 0.060 0.048 -0.041 0.02
C 4.8282 0.8873 -0.2879 -0.023 -0.006 -0.028 0.00
C 5.2409 1.1577 1.0085 -0.011 0.010 -0.009 0.03
C 4.6363 0.5177 2.0840 -0.057 -0.041 -0.043 -0.02
C 3.6156 -0.3928 1.8594 0.050 -0.003 -0.048 0.08
C 1.8365 -2.9949 1.5190 -0.185 -0.001 0.172 0.00
C 3.0708 -3.5956 1.7729 -0.038 -0.064 0.079 0.00
C 3.1419 -4.6712 2.6446 -0.014 0.002 0.003 0.00
C 1.9925 -5.1431 3.2695 0.052 -0.008 -0.006 0.00
C 0.7642 -4.5491 3.0190 0.026 0.056 -0.061 0.00
C 0.6868 -3.4770 2.1407 0.064 -0.160 0.009 -0.01
P 0.2404 -1.6815 -1.8946 -0.386 0.116 0.389 0.13
C -0.8947 -3.0813 -2.0323 -0.149 0.008 0.018 0.01
C -1.5758 -3.4673 -0.8759 -0.010 -0.004 -0.041 -0.04
C -2.4099 -4.5717 -0.8873 0.002 0.004 -0.025 0.00
C -2.5806 -5.2948 -2.0634 -0.005 -0.001 0.031 0.00
C -1.9099 -4.9170 -3.2161 0.033 0.043 -0.008 0.00
C -1.0650 -3.8127 -3.2042 0.027 -0.061 -0.004 0.00
C 0.7304 -1.2214 -3.5598 -0.136 0.046 -0.071 -0.02
C 2.0788 -1.1879 -3.9018 0.056 0.043 -0.044 0.01
C 2.4637 -0.8124 -5.1797 0.005 -0.001 0.025 0.00
C 1.5069 -0.4620 -6.1193 -0.002 -0.003 -0.003 0.00
C 0.1597 -0.4977 -5.7860 0.027 0.003 0.022 0.00
C -0.2294 -0.8774 -4.5130 0.044 -0.013 -0.055 0.00
H 3.3703 -3.4754 -1.6558 0.002 0.029 0.033 0.00
H 1.9584 -3.8211 -2.6522 -0.019 0.015 -0.004 0.00
H 2.0199 -4.4245 -0.9896 -0.010 -0.015 0.016 0.00
H 3.4609 -0.1884 -1.5326 0.012 -0.008 0.024 0.00
H 5.2786 1.4062 -1.1233 -0.003 -0.011 0.016 0.00
H 6.0296 1.8775 1.1838 -0.005 -0.012 -0.006 0.00
H 4.9633 0.7262 3.0947 -0.014 -0.004 -0.008 0.00
H 3.1540 -0.8986 2.7012 -0.007 0.016 -0.027 0.00
H 3.9714 -3.2202 1.3017 -0.020 -0.004 0.007 0.00
H 4.0972 -5.1397 2.8412 -0.013 -0.001 -0.001 0.00
H 2.0569 -5.9798 3.9535 0.008 0.020 -0.016 0.00
H -0.1297 -4.9205 3.5034 0.014 0.005 -0.007 0.00
H -0.2683 -3.0214 1.9288 -0.008 0.031 0.004 0.01
H -1.4546 -2.8816 0.0300 -0.017 0.010 -0.045 0.00
H -2.9390 -4.8658 0.0112 0.021 0.013 -0.028 0.00
H -3.2414 -6.1522 -2.0794 0.018 0.022 0.002 0.00
H -2.0430 -5.4803 -4.1306 0.005 0.015 0.015 0.00
H -0.5427 -3.5259 -4.1083 -0.013 0.011 0.011 0.00
H 2.8346 -1.4505 -3.1745 -0.003 0.024 -0.010 0.00
H 3.5144 -0.7812 -5.4353 -0.008 -0.002 0.004 0.00
H 1.8101 -0.1588 -7.1131 -0.002 0.002 0.026 0.00
H -0.5900 -0.2202 -6.5155 0.015 -0.011 0.017 0.00
H -1.2799 -0.9000 -4.2684 0.033 -0.052 -0.028 0.00
C 1.8532 2.7437 4.4871 0.212 0.105 -0.187 0.01
Si 0.4459 1.8702 5.3010 -0.043 -0.127 -0.201 -0.01
C 1.0863 0.7877 6.6592 0.100 -0.190 0.239 0.01
C -0.8227 3.0628 5.9090 -0.237 0.225 0.121 0.01
C -0.4903 0.6581 4.1471 -0.168 -0.170 -0.017 0.08
C -1.4808 -0.1395 4.7501 0.096 0.084 -0.025 -0.06
C -2.2118 -1.0523 4.0210 -0.069 -0.074 -0.125 0.13
C -1.9292 -1.2169 2.6567 -0.074 0.018 0.190 -0.01
N -0.9964 -0.5124 2.0647 -0.082 0.039 0.162 0.15
C -0.3253 0.4369 2.7718 0.018 0.028 -0.028 0.06
S 0.6650 1.3745 1.7250 -0.078 0.045 -0.060 0.79
H 2.3860 3.2985 5.2660 0.004 -0.008 -0.052 0.00
H 1.5303 3.4583 3.7276 0.042 -0.026 0.044 0.00
H 2.5627 2.0521 4.0239 -0.010 0.066 0.023 0.00
H 1.6266 1.3951 7.3911 -0.020 -0.051 -0.027 0.00
H 1.7815 0.0411 6.2652 -0.020 0.018 0.057 0.00
H 0.2902 0.2626 7.1927 0.057 0.010 -0.008 0.00
H -0.3763 3.7279 6.6540 -0.057 -0.016 -0.037 0.00
H -1.6710 2.5582 6.3785 0.024 0.054 -0.012 0.00
H -1.2027 3.6815 5.0920 -0.009 -0.010 0.056 0.00
H -1.6913 -0.0266 5.8082 0.023 -0.003 -0.030 0.00
H -2.9914 -1.6428 4.4841 0.019 0.010 -0.020 0.00
H -2.4714 -1.9275 2.0417 -0.013 0.005 0.040 0.02
F 1.3745 1.0298 -1.6523 0.210 -0.080 0.021 -0.01
P 1.1894 2.6082 -2.2782 0.108 0.073 -0.042 -0.01
F 2.5351 2.9928 -1.4901 -0.003 0.029 -0.050 0.00
F 2.0433 2.1290 -3.5431 -0.030 0.001 -0.002 0.00
F -0.1674 2.0770 -2.9681 -0.087 0.016 -0.072 0.00
F 0.3379 2.9462 -0.9328 -0.068 0.070 0.096 0.01
F 0.9957 4.0699 -2.8471 -0.003 -0.056 0.059 0.00
C -4.1134 -0.4954 -0.4134 -0.003 -0.092 -0.002 0.08
C -3.1917 0.4316 -1.2202 0.048 -0.052 0.401 0.28
C -2.9651 -0.1586 -2.6086 0.034 0.099 -0.088 0.07
C -3.8504 1.8086 -1.3879 -0.016 0.075 0.073 0.07
C -1.8968 0.6309 -0.4826 -0.286 0.123 -0.367 0.95
H -5.0504 -0.6657 -0.9504 0.029 0.016 0.018 0.00
H -4.3544 -0.0630 0.5609 0.024 0.001 -0.030 0.01
H -3.6366 -1.4692 -0.2549 -0.032 0.059 -0.029 -0.03
H -3.9093 -0.1740 -3.1592 0.017 -0.007 0.003 0.00
H -2.6038 -1.1852 -2.5463 0.041 -0.027 0.007 -0.03
H -2.2527 0.4595 -3.1593 -0.065 -0.033 0.037 0.01
H -4.8108 1.7113 -1.8985 0.015 -0.029 0.004 0.01
H -3.2124 2.4697 -1.9789 -0.024 -0.026 0.024 -0.01
H -4.0316 2.2790 -0.4188 0.018 -0.005 -0.019 -0.01
H -1.5574 1.6846 -0.4028 0.163 -0.084 -0.103 0.04

71
Properties=species:S:1:pos:R:3:forces:R:3:mulliken_spin:R:1 method="wB97M-V/def2-TZVPD" total_charge=+3 homo_lumo_gap_ha="0.28044 / 0.15553" lumo_energy_ha="-0.268 / -0.453" spin_multiplicity=5
V 0.2301 -0.0991 0.3359 1.914 1.484 0.871 2.91
C -1.5203 -2.5675 3.2020 0.811 1.643 0.182 0.00
S 0.2795 -2.2101 3.1070 0.775 0.815 1.775 0.00
O 0.7201 -1.5055 1.8564 -0.348 -0.151 -1.396 0.01
C 0.4368 -0.6881 4.2256 -1.219 -0.985 -0.316 0.01
H -1.6156 -2.8122 4.2599 -0.253 -0.625 -0.128 0.00
H -1.8236 -3.3186 2.4727 0.214 -0.149 0.399 0.00
H -2.0543 -1.6283 3.0577 -0.130 -0.082 -0.129 0.00
H -0.3441 -0.0552 3.8040 0.057 0.251 0.091 0.00
H 1.4103 -0.2258 4.0621 -0.001 -0.488 -0.114 0.00
H 0.2348 -0.8722 5.2808 0.110 -0.176 -0.101 0.00
C -1.6833 -3.0922 -3.3763 -0.010 0.002 0.207 0.03
S -0.2338 -2.4942 -2.4307 -0.218 -0.687 1.232 0.12
O -0.4883 -1.1951 -1.6426 -0.898 -1.372 -1.319 0.49
C -0.0991 -3.7811 -1.0967 -0.017 -0.309 -0.442 0.04
H -2.4932 -3.2813 -2.6718 -0.200 0.558 -0.147 0.01
H -1.5089 -4.0679 -3.8299 0.828 -0.112 0.173 0.00
H -1.8905 -2.4398 -4.2246 -0.178 0.359 0.420 0.00
H -0.7115 -4.6477 -1.3459 0.028 0.045 -0.454 0.01
H -0.4766 -3.4063 -0.1453 0.259 0.593 -0.185 0.01
H 0.9443 -4.0911 -1.0393 -0.120 0.170 0.089 0.00
C -0.9998 2.2889 -3.4889 1.075 0.287 0.868 0.00
S 0.5028 2.2057 -2.3306 -0.989 -0.599 -1.530 0.01
O 0.0221 1.2322 -1.3108 -0.469 -0.255 1.098 0.03
C 1.5591 1.1755 -3.3837 -0.323 -0.206 -0.623 0.00
H -0.5563 2.4359 -4.4737 -0.607 0.093 -0.090 0.00
H -1.6645 3.0859 -3.1557 0.471 0.418 -0.224 0.00
H -1.6143 1.3970 -3.3656 0.661 -0.423 -0.187 0.00
H 1.6783 1.6103 -4.3761 0.428 0.451 0.220 0.00
H 1.0556 0.2329 -3.5985 -0.339 -0.035 0.407 0.00
H 2.5001 0.9343 -2.8891 -0.078 0.448 0.039 0.00
C 4.3968 -2.2258 0.4652 -0.894 0.974 -0.321 0.00
S 3.0227 -2.2752 -0.7988 0.843 2.503 -0.357 0.00
O 2.1081 -1.0504 -0.5424 0.397 -1.325 -0.179 0.00
C 4.0465 -1.6568 -2.2362 -0.890 -0.579 0.549 0.00
H 5.0185 -3.1211 0.4641 -0.282 0.008 -0.052 0.00
H 3.8965 -2.0135 1.4101 -0.111 -0.593 0.080 0.00
H 4.9738 -1.3198 0.2804 0.161 -0.179 -0.333 0.00
H 4.4482 -0.6522 -2.1038 0.439 -0.319 0.924 0.00
H 3.4062 -1.4812 -3.1006 -0.233 -0.871 -0.047 0.00
H 4.7594 -2.4728 -2.3550 0.290 0.420 -0.506 0.00
C -3.8702 -2.6034 -0.1863 0.969 -0.300 -1.442 0.02
S -3.1356 -1.0558 0.4691 -1.952 1.428 2.096 0.09
O -1.6184 -1.0420 0.6028 -1.496 -1.422 -1.616 0.18
C -3.6599 0.3635 -0.5845 0.663 -0.241 -0.234 0.02
H -4.3061 -3.4000 0.4166 0.419 0.715 1.322 0.00
H -2.9870 -3.0383 -0.6542 -0.172 -0.268 -0.410 0.00
H -4.6742 -2.4586 -0.9079 0.313 0.738 -0.338 0.00
H -4.7006 0.6856 -0.5487 -0.364 -1.113 0.097 0.00
H -3.3106 0.1806 -1.6007 -0.062 0.194 -0.011 0.01
H -3.1825 1.2346 -0.1357 0.757 -0.394 -0.057 0.00
C -3.4171 2.5459 2.5314 -0.211 -0.010 -0.945 0.00
S -1.6476 2.8475 1.9751 -0.387 0.852 2.185 0.00
O -1.1229 1.5597 1.3880 -0.622 0.179 -0.711 0.00
C -1.9183 4.1690 0.7221 -0.293 -0.927 -1.154 0.00
H -3.9655 1.9560 1.7969 0.261 0.020 -0.399 0.00
H -3.9846 3.4722 2.6206 0.447 0.279 0.032 0.00
H -3.5651 1.9870 3.4554 0.951 0.156 0.176 0.00
H -0.9918 4.5260 0.2724 0.398 -0.645 0.221 0.00
H -2.4053 5.1112 0.9737 -0.370 -0.460 0.990 0.00
H -2.5075 3.6723 -0.0488 -0.060 0.247 -0.305 0.00
C 2.1391 3.8564 1.5564 -0.584 -0.513 -0.358 0.00
S 2.5239 2.0967 1.8729 1.156 0.629 1.354 0.00
O 1.8747 1.2253 0.8512 -0.068 0.157 -0.843 -0.01
C 4.3158 2.3385 1.4970 -0.046 0.286 -0.683 0.00
H 2.1711 3.9934 0.4755 0.445 0.226 0.005 0.00
H 2.8172 4.4869 2.1315 0.142 -0.119 -0.264 0.00
H 1.1236 4.1091 1.8611 -0.019 -0.378 0.268 0.00
H 4.4394 2.8539 0.5445 -0.343 0.275 -0.029 0.00
H 4.9941 1.4914 1.3949 -0.695 -0.550 0.520 0.00
H 4.6993 2.9854 2.2860 -0.133 -0.041 0.091 0.00